C19H24ClN5O2S in the gas phase in a non-equilibrium geometry. Source: the Open Molecules 2025 dataset; level of theory: ωB97M-V/def2-TZVPD.

Each line ends with the Mulliken charge.
Atoms and positions in Å:
C (-5.235, -2.606, 1.012)  -1.38
H (-5.731, -1.674, 1.278)  0.32
H (-5.972, -3.281, 0.585)  0.42
H (-4.832, -3.057, 1.916)  0.36
C (-4.120, -2.343, -0.003)  0.52
C (-3.097, -1.439, 0.579)  0.58
N (-1.892, -1.770, 0.859)  -0.65
N (-1.142, -0.784, 1.327)  -0.26
C (-1.762, 0.348, 1.400)  -0.05
N (-1.125, 1.467, 1.883)  0.05
C (-1.106, 2.771, 1.445)  0.35
O (-0.283, 3.529, 1.905)  -0.63
C (-2.095, 3.173, 0.380)  -0.27
C (-1.478, 3.007, -1.021)  -0.83
H (-0.641, 3.691, -1.145)  0.31
C (-1.094, 1.561, -1.310)  0.48
O (-1.958, 0.753, -1.612)  -0.60
N (0.206, 1.204, -1.239)  0.30
C (1.340, 2.008, -0.842)  -0.72
H (1.027, 2.953, -0.404)  0.46
H (1.964, 2.205, -1.723)  0.30
C (2.168, 1.248, 0.200)  -0.58
N (2.584, -0.032, -0.322)  0.26
C (3.791, -0.592, 0.053)  0.55
C (3.924, -1.949, 0.364)  -0.58
C (5.160, -2.486, 0.670)  -0.68
C (6.299, -1.701, 0.690)  -0.59
C (6.168, -0.357, 0.384)  0.12
C (4.946, 0.200, 0.063)  -0.37
H (4.900, 1.245, -0.198)  0.51
Cl (7.571, 0.658, 0.385)  -0.23
H (7.262, -2.117, 0.935)  0.42
H (5.235, -3.535, 0.912)  0.37
H (3.057, -2.589, 0.391)  0.39
C (1.437, -0.852, -0.646)  -0.93
H (1.769, -1.792, -1.085)  0.60
C (0.599, -0.118, -1.693)  -1.22
H (-0.310, -0.681, -1.910)  0.42
H (1.186, -0.007, -2.612)  0.38
H (0.819, -1.060, 0.239)  0.53
H (3.030, 1.849, 0.482)  0.52
H (1.547, 1.100, 1.098)  -0.10
H (-2.245, 3.265, -1.754)  0.51
H (-2.333, 4.227, 0.532)  0.47
H (-3.011, 2.590, 0.447)  0.07
H (-0.357, 1.248, 2.512)  0.36
S (-3.440, 0.248, 0.919)  -0.20
C (-4.676, -1.727, -1.287)  -1.39
H (-5.311, -2.443, -1.803)  0.44
H (-3.865, -1.430, -1.948)  0.30
H (-5.266, -0.842, -1.055)  0.33
H (-3.611, -3.284, -0.234)  0.25

SMILES   CC(C)c1nnc(NC(=O)CCC(=O)N2CCN(c3cccc(Cl)c3)CC2)s1
Multiplicity   1
E_tot   -2021.08497 hartree
Relative energy (zero: lowest compared OMol25 entry of this formula, charge and spin)   22.3 kJ/mol
LUMO energy   0.48 eV